Below is an isolated molecule of C6H11NO in a non-equilibrium geometry, with properties calculated with ωB97M-V/def2-TZVPD.

Element x y z (Å)
C 0.27 -0.28 1.00
C 1.37 0.64 -0.18
C 1.27 0.80 1.32
C -1.33 1.24 -0.33
C -0.37 0.07 -0.36
N 0.55 -1.60 1.26
C -0.66 -0.96 -1.24
O -1.64 -0.79 -2.22
H -2.09 -1.63 -2.37
H -0.25 -2.21 1.18
H 1.20 -1.80 2.00
H -0.02 -1.83 -1.35
H 0.87 1.75 1.68
H 2.11 -0.06 -0.54
H 1.36 1.54 -0.78
H 2.14 0.49 1.91
H -0.94 2.10 0.21
H -1.57 1.57 -1.34
H -2.27 0.95 0.15

Values from the calculation:
Multiplicity ... 1
HOMO (spin up / spin down) ... -5.6432 / -5.6438 eV
Total charge ... 0
Molecular weight ... 113.2 g/mol